<1>
Density functional theory data (wB97M-V/def2-TZVPD) for C3H4AgLiO3 as an isolated structure.

XYZ file:
```
12
C3H4AgLiO3 wB97M-V/def2-TZVPD
O -0.556 -1.369 0.054
C -0.835 -0.084 -0.010
C 0.932 -1.462 0.201
O -1.914 0.361 0.377
O 0.201 0.661 -0.288
C 1.434 -0.197 -0.422
H 1.283 -2.372 -0.299
H 1.082 -1.573 1.285
H 1.486 -0.349 -1.515
Ag 3.385 0.960 0.520
Li -2.881 1.915 -0.005
H -3.617 3.508 0.102
```

Kohn-Sham gap	4.1	eV
lowest unoccupied orbital energy	-2.145	eV

Löwdin atomic charge list, values in e, 6 entries:
1 O 0.0659
2 C -0.6354
3 C -0.1545
4 O -0.0199
5 O -0.0158
6 C -0.2144

***

<2>
Density functional theory data (wB97M-V/def2-TZVPD) for C3H4AgLiO3 as an isolated structure.

XYZ file:
```
12
C3H4AgLiO3 wB97M-V/def2-TZVPD
C -1.280 -0.415 0.010
C 0.045 0.112 0.497
O 0.867 -0.989 0.867
C 2.149 -0.770 1.241
O 2.524 0.423 1.255
O -1.839 0.171 -0.968
H -1.319 -1.526 0.030
H -0.118 0.790 1.349
H 0.518 0.706 -0.303
Li 4.097 -0.529 1.707
Ag -4.536 0.747 -0.894
H -3.022 -0.341 0.757
```

Kohn-Sham gap (alpha / beta)	6.7 / 5.6	eV
lowest unoccupied orbital energy (alpha / beta)	-1.163 / -0.995	eV

Löwdin atomic charge list, values in e, 6 entries:
1 C -0.3390
2 C -0.1880
3 O -0.1325
4 C -0.4319
5 O -0.2232
6 O -0.2295

***

Most stable of them? <1>.

***

<1>
Density functional theory data (wB97M-V/def2-TZVPD) for a 2-piece molecular cluster, CH5BrN2 overall.

XYZ file:
```
9
CH5BrN2 wB97M-V/def2-TZVPD
C 0.921 -0.881 -0.173
N -1.757 0.982 -0.098
N 0.561 0.256 0.585
Br 1.288 1.815 0.060
H 0.485 -1.747 0.327
H 0.596 -0.850 -1.219
H 2.015 -0.980 -0.187
H -2.139 0.039 -0.113
H -1.970 1.366 0.819
```

Kohn-Sham gap (alpha / beta)	6.6 / 6.6	eV
lowest unoccupied orbital energy (alpha / beta)	-1.996 / -1.996	eV

Löwdin atomic charge list, values in e, 6 entries:
1 C -0.3021
2 N 0.0487
3 N -0.5473
4 Br 0.6504
5 H 0.0754
6 H 0.0770

***

<2>
Density functional theory data (wB97M-V/def2-TZVPD) for a 2-piece molecular cluster, CH5BrN2 overall.

XYZ file:
```
9
CH5BrN2 wB97M-V/def2-TZVPD
C -0.188 0.072 -1.059
N -0.698 0.518 0.216
N 0.410 -0.163 1.846
Br 1.567 -1.335 1.043
H 0.855 0.391 -1.113
H -0.359 -0.885 -1.310
H -0.790 0.575 -1.948
H -1.709 0.140 0.323
H 0.913 0.687 2.001
```

Kohn-Sham gap (alpha / beta)	8.7 / 8.9	eV
lowest unoccupied orbital energy (alpha / beta)	-0.211 / -0.306	eV

Löwdin atomic charge list, values in e, 6 entries:
1 C -0.2917
2 N -0.0721
3 N -0.4405
4 Br 0.5868
5 H 0.0455
6 H -0.0004

***

Most stable of them? <2>.

***

<1>
Density functional theory data (wB97M-V/def2-TZVPD) for one molecule with the formula C5H5N3.

XYZ file:
```
13
C5H5N3 wB97M-V/def2-TZVPD
C 0.461 -1.471 -0.786
C 0.909 -1.187 0.392
C 0.380 -0.090 1.009
N 0.446 0.817 2.049
N -0.164 1.934 1.704
N -0.789 1.732 0.426
C -0.475 0.412 0.117
C -0.627 -0.475 -1.112
H 1.199 -2.227 -1.284
H 1.993 -1.547 0.675
H -1.267 2.693 0.053
H -0.386 0.283 -1.908
H -1.681 -0.874 -1.334
```

SMILES string	C1=Cc2nn[nH]c2C1
Kohn-Sham gap	9.4	eV
lowest unoccupied orbital energy	0.751	eV

Löwdin atomic charge list, values in e, 6 entries:
1 C -0.1103
2 C -0.1350
3 C -0.2883
4 N 0.0480
5 N -0.0234
6 N 0.0525

***

<2>
Density functional theory data (wB97M-V/def2-TZVPD) for one molecule with the formula C5H5N3.

XYZ file:
```
13
C5H5N3 wB97M-V/def2-TZVPD
H -0.099 -0.175 -2.961
N 0.014 0.628 -2.366
C -0.377 0.158 -1.284
C -1.109 -1.097 -1.070
C -1.453 -2.068 -0.484
N -0.211 1.029 -0.156
C -0.080 0.669 1.166
C 1.107 0.258 1.934
N 2.153 0.040 2.352
H -1.564 -3.206 -0.198
H 0.287 2.053 -0.341
H -0.166 1.924 1.524
H -0.694 -0.001 1.591
```

SMILES string	[H]/N=C(\C#C)NCC#N
Kohn-Sham gap	10.2	eV
lowest unoccupied orbital energy	0.510	eV

Löwdin atomic charge list, values in e, 6 entries:
1 H 0.0512
2 N 0.1406
3 C -0.4595
4 C -0.0606
5 C 0.1099
6 N -0.0257

***

<3>
Density functional theory data (wB97M-V/def2-TZVPD) for one molecule with the formula C5H5N3.

XYZ file:
```
13
C5H5N3 wB97M-V/def2-TZVPD
C -0.744 1.635 -1.048
C -1.322 0.751 -0.046
C -0.525 -0.179 0.375
N -0.262 -1.271 1.128
C 0.986 -1.754 0.762
N 1.575 -1.113 -0.201
N 0.676 -0.109 -0.448
C 0.642 1.138 -1.198
H -1.217 2.571 -1.327
H -2.166 1.084 0.683
H -0.395 -1.446 2.245
H 1.499 -2.502 1.325
H 1.254 1.194 -2.251
```

SMILES string	c1cc2[nH]cnn2c1
Kohn-Sham gap	8.7	eV
lowest unoccupied orbital energy	0.610	eV

Löwdin atomic charge list, values in e, 6 entries:
1 C -0.0743
2 C -0.1308
3 C -0.3153
4 N 0.0814
5 C -0.1958
6 N 0.1045

***

<4>
Density functional theory data (wB97M-V/def2-TZVPD) for one molecule with the formula C5H5N3.

XYZ file:
```
13
C5H5N3 wB97M-V/def2-TZVPD
C -2.548 -1.223 -0.600
C -1.746 -0.558 0.081
C -0.725 0.364 0.766
C -0.654 1.635 -0.032
N -0.560 2.639 -0.648
N 0.535 -0.360 0.954
N 0.983 -0.651 -0.331
C 2.272 -0.459 -0.620
H -3.153 -1.831 -1.337
H -1.120 0.580 1.750
H 1.094 0.422 1.542
H 2.965 0.167 0.126
H 2.656 -0.724 -1.650
```

SMILES string	C#C[C@H](C#N)NN=C
Kohn-Sham gap	10.7	eV
lowest unoccupied orbital energy	0.663	eV

Löwdin atomic charge list, values in e, 6 entries:
1 C 0.1057
2 C -0.0876
3 C -0.3655
4 C -0.1660
5 N 0.1511
6 N -0.0791

***

Most stable of them? <3>.

***

<1>
Density functional theory data (wB97M-V/def2-TZVPD) for one molecule with the formula C5H5N3.

XYZ file:
```
13
C5H5N3 wB97M-V/def2-TZVPD
C -0.367 -1.229 -1.053
C 0.508 -0.257 -1.235
N 0.527 0.600 -0.104
C 1.139 1.677 0.507
N 0.593 1.877 1.683
N -0.386 0.958 1.867
C -0.395 0.167 0.815
C -1.061 -1.058 0.294
H -0.589 -2.026 -1.761
H 1.132 -0.097 -2.117
H 1.911 2.284 0.019
H -0.880 -1.975 0.871
H -2.133 -0.922 0.214
```

SMILES string	C1=Cn2cnnc2C1
Kohn-Sham gap	10.3	eV
lowest unoccupied orbital energy	0.796	eV

Löwdin atomic charge list, values in e, 6 entries:
1 C -0.0633
2 C -0.0524
3 N -0.0042
4 C -0.1414
5 N -0.0053
6 N 0.0447

***

<2>
Density functional theory data (wB97M-V/def2-TZVPD) for one molecule with the formula C5H5N3.

XYZ file:
```
13
C5H5N3 wB97M-V/def2-TZVPD
C -0.430 -1.181 1.085
C -0.909 -0.960 -0.157
N -0.380 0.208 -0.688
C -0.384 0.968 -1.814
N 0.352 2.013 -1.645
N 0.990 1.879 -0.387
C 0.548 0.743 0.064
C 0.714 -0.119 1.415
H -0.711 -1.983 1.850
H -1.438 -1.809 -0.697
H -1.077 0.517 -2.733
H 1.722 -0.753 1.290
H 1.003 0.478 2.416
```

SMILES string	C1=Cn2cnnc2C1
Kohn-Sham gap	10.2	eV
lowest unoccupied orbital energy	0.749	eV

Löwdin atomic charge list, values in e, 6 entries:
1 C -0.0725
2 C -0.0847
3 N -0.0604
4 C -0.1870
5 N 0.0156
6 N 0.0730

***

<3>
Density functional theory data (wB97M-V/def2-TZVPD) for C5H5N3 as an isolated structure.

XYZ file:
```
13
C5H5N3 wB97M-V/def2-TZVPD
C 0.284 -0.730 -2.364
C -0.566 0.178 -1.612
C -0.312 0.068 -0.007
C -0.220 0.081 2.025
C 1.121 0.086 0.326
H -0.111 -0.555 -3.455
H 1.111 -1.920 -1.936
H -1.533 0.905 -1.855
H -1.467 0.887 3.433
H 2.095 0.442 -0.420
N -1.072 0.272 1.029
N -0.366 0.568 3.167
N 1.037 -0.280 1.670
```

Kohn-Sham gap	8.5	eV
lowest unoccupied orbital energy	-1.385	eV

Löwdin atomic charge list, values in e, 6 entries:
1 C -0.0693
2 C -0.1217
3 C -0.3061
4 C -0.6926
5 C -0.0309
6 H 0.0491

***

Most stable of them? <1>.

***

<1>
Density functional theory data (wB97M-V/def2-TZVPD) for a 2-piece molecular cluster, C6H10Si overall.

XYZ file:
```
17
C6H10Si wB97M-V/def2-TZVPD
C 2.767 -2.692 0.604
C 2.667 -2.335 1.750
C -0.879 1.151 0.623
C -1.571 1.176 -0.710
C -1.254 0.428 1.599
C -0.552 1.129 -1.903
Si 0.796 -0.275 -1.492
H 2.864 -2.529 -0.451
H 2.378 -2.355 2.703
H 1.651 -0.486 -0.505
H 0.127 1.194 0.465
H -2.217 0.265 -0.848
H -2.252 1.931 -1.025
H -2.315 0.404 1.804
H -0.851 0.204 2.595
H -1.092 0.669 -2.811
H -0.268 2.120 -2.400
```

Kohn-Sham gap (alpha / beta)	6.6 / 6.5	eV
lowest unoccupied orbital energy (alpha / beta)	-0.647 / -0.649	eV

Löwdin atomic charge list, values in e, 6 entries:
1 C -0.0201
2 C 0.0150
3 C -0.2408
4 C -0.2934
5 C -0.0064
6 C -0.4215

***

<2>
Density functional theory data (wB97M-V/def2-TZVPD) for C6H10Si as an isolated structure.

XYZ file:
```
17
C6H10Si wB97M-V/def2-TZVPD
C -1.910 1.584 -0.131
C -1.958 0.139 -0.107
C -0.680 2.140 -0.037
C -0.871 -0.660 -0.210
C -0.683 -2.091 -0.417
C 2.252 1.082 -0.254
Si 0.467 0.726 -0.124
H -2.794 2.064 0.018
H -2.887 -0.258 -0.053
H -0.615 3.202 -0.109
H -1.508 -2.668 0.043
H 0.277 -2.462 0.066
H -0.725 -2.369 -1.571
H 2.963 0.197 -0.435
H 2.531 1.800 -0.976
H 2.695 1.455 0.585
H -0.075 -1.027 2.364
```

Kohn-Sham gap (alpha / beta)	7.7 / 6.1	eV
lowest unoccupied orbital energy (alpha / beta)	-0.565 / -0.616	eV

Löwdin atomic charge list, values in e, 6 entries:
1 C -0.1997
2 C -0.1977
3 C -0.1884
4 C -0.4181
5 C -0.1774
6 C -0.2319

***

<3>
Density functional theory data (wB97M-V/def2-TZVPD) for one molecule with the formula C6H10Si.

XYZ file:
```
17
C6H10Si wB97M-V/def2-TZVPD
C 4.067 -0.594 1.274
C 3.251 0.050 0.461
C 1.829 -0.258 0.363
C 0.628 -0.422 0.241
Si -1.146 -0.776 -0.169
C -2.366 0.502 0.628
C -1.035 -0.207 -1.967
H 5.146 -0.475 1.140
H 3.769 -1.503 1.748
H 3.567 0.994 0.116
H -0.907 -2.205 0.261
H -2.221 1.479 0.157
H -3.383 0.333 0.280
H -2.458 0.577 1.703
H -1.661 0.656 -2.107
H -0.125 0.054 -2.380
H -1.424 -1.009 -2.617
```

SMILES string	C=CC#C[SiH](C)C
Kohn-Sham gap	9.7	eV
lowest unoccupied orbital energy	0.796	eV

Löwdin atomic charge list, values in e, 6 entries:
1 C 0.0012
2 C -0.2012
3 C -0.1068
4 C -0.1576
5 Si 0.5939
6 C -0.2080

***

Most stable of them? <3>.